ORCA calculation (ωB97M-V/def2-TZVPD) on a cluster of 2 separate species, C6H16 in total.

Structure (XYZ):
```
22
Properties=species:S:1:pos:R:3:forces:R:3:mulliken_charge:R:1
C 0.915811 -1.545407 -0.231760 -1.0122 -1.6682 0.2738 0.33
C 0.059949 3.239775 -0.309868 -0.0026 -0.5291 0.0213 -1.16
H -0.886419 1.607328 -1.393474 -0.3043 0.4020 0.3702 0.43
H 0.274001 3.634947 0.672476 -0.2624 0.0899 0.2064 0.34
H -0.033701 0.350729 0.307850 -0.9943 0.1764 -0.0469 -0.04
H 0.965392 2.881895 -0.735034 1.5166 -0.4987 -0.2615 0.36
H 1.053664 -0.964351 1.934221 0.3992 0.4432 0.1949 0.37
H -0.855870 1.109119 1.664746 0.5459 0.7387 2.7767 0.50
H -0.537016 -3.222032 -0.496818 -0.6423 -0.3567 0.6219 0.36
H 1.124749 -3.644674 -0.939118 0.8727 -0.6998 0.6968 0.37
H 0.960249 -2.719235 1.646975 -0.0877 0.5922 -0.3102 0.34
H 0.297434 -0.588778 -0.575855 0.7353 -1.2530 -0.0946 -0.02
H -0.517036 -1.659451 1.331469 2.2286 -0.3679 0.4477 0.31
C -1.012642 0.985986 0.665261 -0.6351 1.0027 -3.9871 -0.51
H -1.989165 2.671908 -0.400832 1.3928 -1.4160 0.2982 0.35
H 1.952991 -1.364777 -0.478348 0.1712 0.2882 -0.1982 0.34
C -0.883006 2.076486 -0.386471 -1.1530 1.1803 0.1427 -0.32
H -1.974199 0.543896 0.430456 0.3513 -1.1038 0.2250 0.35
C 0.371238 -2.898231 -0.940383 0.3738 2.8460 -0.6834 -1.24
H -0.132691 4.023784 -1.037988 -0.6267 0.2368 0.0844 0.39
C 0.663329 -1.718376 1.278452 -2.7372 -0.5887 -0.6128 -1.23
H 0.182940 -2.800540 -2.005949 -0.1295 0.4855 -0.1655 0.39
```
Forces are in eV/Å.

Summary:
* E_LUMO (alpha / beta): -2.979 / -9.683 eV
* orbital gap (alpha / beta): 12.66 / 5.66 eV
* net charge: +1
* ΔE to the lowest compared entry with this formula, charge and spin: 133.6 kJ/mol
* multiplicity: 2


ORCA calculation (ωB97M-V/def2-TZVPD) on the molecule C2H4N2O2.

Structure (XYZ):
```
10
Properties=species:S:1:pos:R:3:forces:R:3:mulliken_charge:R:1
O -2.226266 -0.222659 0.079128 1.3207 0.0613 -0.2637 -0.57
N -0.018919 0.064097 -0.153537 3.3811 2.8628 -0.5973 0.37
C -1.064665 -0.626792 0.009525 -6.7880 -3.4002 1.8561 0.20
H -0.826451 -1.703184 0.296070 -0.5098 0.8644 -0.8627 0.14
H 0.807542 1.706383 0.429836 1.2593 1.0049 1.6139 0.24
N 0.016231 1.495875 -0.088915 -3.9643 -1.6740 -2.0808 -0.54
O 2.200875 -0.154622 0.137876 -1.9261 -1.3326 -0.6888 -0.54
H -1.012699 1.813671 0.092867 2.8978 -0.6759 0.2000 0.30
H 0.963103 -1.826249 -0.281034 0.2834 1.8991 0.2828 0.24
C 1.113073 -0.688570 -0.105625 4.0461 0.3901 0.5405 0.17
```
Forces are in eV/Å.

Summary:
* E_LUMO: 0.592 eV
* SMILES string: NN(C=O)C=O
* orbital gap: 10.51 eV
* net charge: 0
* ΔE to the lowest compared entry with this formula, charge and spin: 295.2 kJ/mol


ORCA calculation (ωB97M-V/def2-TZVPD) on a cluster of 2 separate species, C2H7N2O in total.

Structure (XYZ):
```
12
Properties=species:S:1:pos:R:3:forces:R:3:mulliken_charge:R:1
N -0.282822 -0.349230 2.737515 0.0468 -0.1907 -0.2060 -0.03
C -0.606610 0.212819 1.539244 -0.2093 0.8397 -1.0436 0.20
N 0.317405 0.592334 -2.214472 0.8943 -0.8661 -1.9150 -0.09
H 0.279187 1.187694 -3.037559 0.2415 0.9139 0.4875 0.30
H -1.052899 -0.484387 3.406929 0.4776 0.1617 0.4377 0.36
H 0.455515 -1.331347 -1.684509 0.3459 -0.3512 -0.0362 0.27
H 0.769919 -0.974567 -3.497246 -0.8204 -0.0339 -0.5322 0.31
O 0.035144 0.120472 0.509501 0.0212 -0.1329 1.0305 -0.30
H -1.480491 0.894068 1.594308 -0.2311 -0.3428 0.0632 0.36
C 0.480587 -0.640796 -2.513927 0.4167 -0.0208 1.2684 -0.07
H 0.573068 0.904567 -1.285275 -0.9659 0.4252 0.0425 0.35
H 0.718420 -0.449600 2.960861 -0.2173 -0.4021 0.4031 0.35
```
Forces are in eV/Å.

Summary:
* E_LUMO (alpha / beta): -9.195 / -14.428 eV
* orbital gap (alpha / beta): 13.03 / 7.32 eV
* net charge: +2
* ΔE to the lowest compared entry with this formula, charge and spin: 100.0 kJ/mol
* multiplicity: 2


ORCA calculation (ωB97M-V/def2-TZVPD) on the molecule C2HCl2F.

Structure (XYZ):
```
6
Properties=species:S:1:pos:R:3:forces:R:3:mulliken_charge:R:1
H -1.180127 1.177495 -1.204302 -1.4770 0.6611 -1.5889 0.37
Cl -1.022559 -1.269176 -0.827439 -0.9867 0.6017 -0.3397 -0.15
F 0.619656 2.007250 0.093289 -0.3023 1.4501 0.4417 -0.20
C -0.823065 0.433725 -0.577398 -5.8653 -3.8391 -4.9457 -0.20
Cl 1.043046 -0.313345 0.993741 0.2757 0.6137 0.8398 -0.18
C 0.032224 0.842964 0.166989 8.3557 0.5126 5.5928 0.36
```
Forces are in eV/Å.

Summary:
* E_LUMO: 0.786 eV
* SMILES string: F/C(Cl)=C/Cl
* orbital gap: 10.97 eV
* net charge: 0
* ΔE to the lowest compared entry with this formula, charge and spin: 110.1 kJ/mol


ORCA calculation (ωB97M-V/def2-TZVPD) on the molecule C5H8P2.

Structure (XYZ):
```
15
Properties=species:S:1:pos:R:3:forces:R:3:mulliken_charge:R:1
H -0.732386 -1.304598 -2.377124 0.0200 0.5656 1.2327 0.14
H -1.329883 1.869306 0.329192 -2.9413 0.0061 0.4819 0.11
H -0.341994 -2.188360 -0.077017 0.6612 1.6554 -0.9270 0.25
H 0.132682 -1.448356 2.512846 -1.1581 -1.8303 0.8088 0.38
C -0.438706 0.743231 -2.343345 1.0031 -1.2112 2.2622 -0.19
C 0.114816 -0.284526 0.803537 -0.0968 0.1902 -2.4368 0.43
H 0.314622 2.059464 1.535155 0.0672 0.2448 -0.5447 0.06
H -0.350123 0.425326 -3.358273 -0.3969 0.3497 -0.9607 0.26
H 0.900187 -0.053799 2.702414 0.6490 1.8979 1.6119 0.42
P -0.100066 1.441013 0.319482 3.0195 0.3301 0.4258 -0.16
H 1.822322 -1.305063 1.865845 -1.6705 0.6213 0.0405 0.25
C -0.189404 -1.068225 -0.296483 -1.1796 0.2910 0.2573 -0.07
P -0.052570 2.446917 -2.041849 0.2327 -2.3144 1.5692 -0.09
C 0.790379 -0.817325 2.021084 1.9706 -0.2430 -1.8118 -1.27
C -0.539875 -0.515005 -1.595463 -0.1804 -0.5533 -2.0091 -0.53
```
Forces are in eV/Å.

Summary:
* E_LUMO: -0.277 eV
* SMILES string: CC1=CC=CP=[PH2]1
* orbital gap: 6.54 eV
* net charge: 0
* ΔE to the lowest compared entry with this formula, charge and spin: 291.4 kJ/mol


ORCA calculation (ωB97M-V/def2-TZVPD) on a cluster of 3 separate species, C4H14N2O in total.

Structure (XYZ):
```
21
Properties=species:S:1:pos:R:3:forces:R:3:mulliken_charge:R:1
C 2.337602 -1.411292 -0.403974 -0.1825 -0.3004 -1.1171 -0.48
O 1.887476 0.398923 -2.773735 0.2414 -1.9863 4.1032 -0.40
H 3.270473 2.044210 2.625839 0.6687 0.0109 -0.5492 0.40
H 0.530600 -1.057386 0.659241 0.1272 0.0258 -0.9992 0.37
H 2.538229 0.958425 3.781738 0.3213 0.5744 -0.2382 0.34
H 2.947979 -1.271116 0.514293 0.5603 -0.7203 -0.0037 0.45
H 2.452868 1.160188 -0.061365 -0.0371 0.0424 0.8143 0.39
H 3.719839 -1.928322 -1.783768 2.6884 -3.9233 -1.7677 0.28
H 1.530849 2.144946 2.955370 -0.3133 0.0852 -1.1475 0.36
H -61.930882 -0.279750 0.142060 -0.0421 -0.1051 0.0150 0.00
C 1.601444 0.752216 0.548694 0.5420 -1.1209 1.6245 -0.58
N 2.247728 0.257398 1.916872 -1.0319 6.1857 -2.1744 0.07
H 3.090655 -0.372030 -2.114128 0.1482 1.9494 -1.0869 0.37
H -61.658249 0.399363 0.045256 0.0421 0.1051 -0.0150 0.00
H 0.837273 1.562034 0.609516 0.6494 -0.4241 0.5603 0.50
H 1.910092 0.898457 -3.545249 0.4119 1.2416 -3.4312 0.31
N 3.254932 -1.166201 -1.508849 -4.6824 2.7870 3.2497 0.02
C 1.133113 -0.523767 -0.110738 -0.3431 0.4554 -0.6344 -0.65
C 2.365862 1.455992 2.801416 -0.6280 -4.0949 1.7055 -0.65
H 0.572155 -0.299687 -1.045609 0.0693 -0.3270 0.9231 0.45
H 1.941568 -2.427992 -0.461862 0.7904 -0.4607 0.1687 0.44
```
Forces are in eV/Å.

Summary:
* E_LUMO: -14.048 eV
* orbital gap: 0.90 eV
* net charge: +2
* ΔE to the lowest compared entry with this formula, charge and spin: 1357.5 kJ/mol


ORCA calculation (ωB97M-V/def2-TZVPD) on a structure of composition C42H41GaN3OP3S.

Structure (XYZ):
```
92
Properties=species:S:1:pos:R:3:forces:R:3:mulliken_charge:R:1
C 3.016767 -2.773843 -0.464963 0.0242 0.1443 -0.0466 -0.61
C 3.620177 3.405782 -2.497171 0.0250 0.0466 -0.0102 -0.75
P 0.625017 0.416151 3.065561 -0.4660 0.7103 0.4405 0.57
C -4.134918 1.171384 -2.697140 0.1626 0.0758 -0.0015 -0.08
C 4.836306 -3.028910 1.084104 -0.0317 -0.0383 -0.0080 -0.57
H 5.574200 4.001114 -3.150832 0.0002 -0.0115 -0.0382 0.45
C 1.753852 -1.365057 -2.938950 -0.2480 0.1034 0.3115 -0.88
H -4.538823 2.163164 -2.542915 -0.0530 0.0036 0.0879 0.62
N -1.009416 1.876753 4.782219 -0.1941 0.0204 0.0552 0.24
C 4.940805 3.172933 -2.862520 -0.0990 0.0152 0.0403 -0.67
H -1.786677 0.838448 3.151883 -0.0349 0.0676 -0.0337 0.66
C 2.243928 -2.923538 -4.698053 0.0122 -0.0268 -0.0755 -0.86
H -1.991610 5.361359 1.993485 0.0082 0.0286 -0.0252 0.55
C -3.100968 -1.412821 -3.169412 0.0365 -0.1611 0.0345 -0.46
C 2.821752 2.346526 -2.099768 -0.0331 -0.0710 0.0007 -0.07
C -3.681268 4.034448 2.009933 -0.0329 -0.1153 0.0611 -0.66
H 0.133888 3.590060 4.481213 0.0861 -0.0186 0.0039 0.34
C -4.275142 2.913470 1.444241 0.0087 0.0472 0.1879 -0.83
H 1.796017 2.530029 -1.795156 -0.0563 0.0482 -0.0404 -0.12
C -0.333949 2.968792 -3.830144 -0.0569 0.0021 0.0141 -0.41
H 3.218175 4.410157 -2.514691 0.0217 0.0030 0.0121 0.51
H -5.090900 -1.903066 -3.779786 -0.0014 0.0044 -0.0087 0.47
C 1.828854 1.594919 3.912964 0.0863 -0.3126 -0.6199 -1.01
H -0.235348 5.962062 -5.398627 -0.0111 -0.0075 -0.0123 0.47
P -1.658492 2.051115 -1.570642 -0.2835 0.3898 0.0873 1.39
H 2.227569 -3.212108 -1.060817 0.0244 -0.0303 -0.0542 0.51
C 0.913214 -2.913535 -5.095161 0.0508 0.0136 0.0142 -0.95
H -2.293352 4.899549 -1.807428 0.0061 0.0399 -0.0505 0.45
C -2.456661 4.499035 1.534496 -0.0282 -0.0011 0.0937 -0.91
C 3.334269 1.049680 -2.086510 -0.2276 -0.1813 0.2019 0.78
H 1.312247 -1.335795 4.672879 -0.0141 -0.0100 -0.0120 0.45
S -0.590815 -0.395776 -2.261558 -0.3757 -0.9491 -0.7707 1.23
C 0.406900 -1.436128 -3.304025 0.0351 0.4182 0.0415 0.91
C -1.645007 4.623455 -2.627622 -0.0445 -0.0248 0.0385 -0.56
H -1.711662 6.564261 -3.511162 0.0095 -0.0001 -0.0173 0.49
N 1.369730 2.032191 5.264569 -0.0541 0.0010 0.0891 0.08
H 2.137283 0.273752 6.223972 0.0419 0.0888 -0.0645 0.38
H -5.968533 0.378721 -3.458168 0.0039 -0.0140 -0.0276 0.49
H 3.691893 -4.660366 0.281116 -0.0096 -0.0003 0.0284 0.49
C -0.004768 3.920062 -4.777076 0.0430 -0.0593 -0.0070 -0.73
Ga 0.297657 0.724334 0.016979 0.2057 -0.8253 -1.2748 1.45
H -2.728720 -2.420257 -3.295429 0.0287 0.0234 -0.0756 0.71
O -0.543109 -0.995487 -0.859414 0.0793 0.1972 1.0267 -0.60
H 6.484000 1.703053 -3.121986 -0.0021 0.0220 -0.0052 0.48
C -0.913555 1.446549 3.398911 0.2355 -0.1056 -0.1718 -0.80
C 5.017877 -1.649262 1.123358 -0.0025 0.0021 0.0834 -0.84
C -2.803294 0.889434 -2.413333 0.2791 -0.2092 0.2461 -0.19
H 5.797606 -1.223620 1.740749 0.0140 -0.0040 -0.0120 0.52
C 0.021270 2.765613 5.185375 -0.2530 0.1217 -0.0298 -0.85
C -0.022832 -2.148754 -4.409518 -0.1329 -0.0250 0.0184 -0.89
C -1.162283 3.315690 -2.754271 0.2551 -0.3084 0.4045 1.16
H -5.210944 2.539126 1.836923 -0.0113 0.0097 0.0000 0.51
C 0.405907 -0.741152 4.549253 0.1688 -0.3246 -0.3843 -0.99
H -4.132611 1.381055 -0.036177 -0.0820 -0.0114 -0.1109 0.56
C 5.454567 1.882323 -2.841205 0.1253 -0.0918 -0.0366 -0.81
H -1.362808 1.126833 6.705570 0.0463 -0.0048 0.0013 0.31
C -3.673885 2.267332 0.375901 0.2130 0.1082 -0.2065 -0.80
C -4.934475 0.162059 -3.223544 -0.0128 0.0547 0.0320 -0.73
H 4.367537 0.248441 0.360998 0.0863 -0.0117 -0.0061 0.58
H 0.637658 3.656385 -5.606615 -0.0306 -0.0082 -0.0088 0.50
H -4.162924 4.531424 2.841740 -0.0138 0.0459 -0.0338 0.48
H -1.934978 0.092775 5.395451 0.0090 0.0077 -0.0207 0.37
C 3.241818 -1.391020 -0.478850 -0.1961 0.0669 0.1505 0.46
H 0.991883 1.215595 7.199581 -0.0196 0.1065 -0.0585 0.36
H 2.791946 1.093057 4.015167 0.0251 0.0626 0.0609 0.52
N 0.128568 0.011443 5.748308 -0.0216 -0.0263 0.0617 0.23
H 0.044813 1.961581 -3.937928 0.0609 -0.0971 -0.0012 0.26
H 3.723568 -2.112394 -3.365091 0.0116 -0.0820 -0.0056 0.44
C -1.127631 0.751742 5.709170 0.0227 0.0630 -0.0124 -0.91
C -2.299408 -0.388667 -2.698931 0.2939 0.6390 0.0156 -0.01
C -2.483643 2.779663 -0.152784 -0.0520 0.0009 0.0777 0.61
H 0.593102 -3.503884 -5.943170 0.0234 -0.0048 -0.0072 0.48
P 2.283545 -0.309936 -1.536674 0.4995 0.4343 0.2213 1.15
C 2.676302 -2.138766 -3.635866 -0.0624 0.1422 0.1220 -0.21
C -0.495509 5.216668 -4.658795 -0.0064 0.0028 0.0473 -0.68
C -4.435845 -1.120504 -3.420509 0.0078 -0.0251 -0.0321 -0.88
H -1.048584 -2.122764 -4.745205 -0.0261 -0.0295 0.0344 0.69
C -1.317684 5.560051 -3.593436 -0.0681 0.0765 0.0220 -0.79
C 3.832029 -3.588136 0.301242 0.0217 -0.0104 0.0831 -0.84
H -0.894859 4.223599 0.092520 -0.0347 0.0885 -0.0040 0.54
H 2.960426 -3.536144 -5.229459 -0.0010 0.0418 -0.0452 0.49
H 2.065202 2.666697 5.666475 0.0260 -0.0019 -0.0187 0.36
C -1.849045 3.866584 0.467476 -0.0266 -0.0993 -0.1501 -0.82
H -0.414150 -1.428586 4.339510 0.0079 0.0085 -0.0081 0.46
H -0.188654 3.164684 6.177813 0.1183 -0.0480 0.0338 0.38
H 5.478006 -3.672750 1.671115 0.0155 0.0030 -0.0124 0.48
H -0.910671 2.322387 2.742840 -0.0795 -0.0249 -0.0124 0.22
C 4.216327 -0.824848 0.356328 -0.0564 -0.0107 -0.1439 -0.64
H 1.968980 2.472466 3.280284 0.0282 0.0718 0.1183 0.53
H 5.076561 -0.185330 -2.434019 0.0288 0.0093 0.0209 0.41
C 4.662139 0.814706 -2.453845 -0.0876 0.0034 -0.0830 -0.08
C 1.198072 0.826185 6.202378 0.0112 -0.2625 0.1696 -0.75
```
Forces are in eV/Å.

Summary:
* E_LUMO: -13.200 eV
* orbital gap: 4.93 eV
* net charge: +4
* ΔE to the lowest compared entry with this formula, charge and spin: 72.0 kJ/mol


ORCA calculation (ωB97M-V/def2-TZVPD) on a cluster of 2 separate species, C3H5NOSe in total.

Structure (XYZ):
```
11
Properties=species:S:1:pos:R:3:forces:R:3:mulliken_charge:R:1
O -1.313476 -2.020836 1.054535 1.8471 2.1122 -1.0364 -0.61
Se 1.340492 0.877921 1.008011 2.7250 0.8171 -0.6079 0.10
H 0.420101 0.852742 -1.222310 -2.3334 2.6905 -1.9038 0.35
H -1.522488 1.175866 0.951490 2.2680 -2.0774 1.1658 0.12
H -0.471638 0.043687 2.511281 -0.8872 -0.2264 3.8701 0.50
H 1.762142 -0.109955 -1.301992 1.8963 -0.4091 -0.7977 0.39
C 0.917088 0.123754 -0.750826 0.6291 -1.9341 2.5416 -0.66
H -0.117561 -1.662702 -1.325514 0.3792 1.0540 2.0655 0.28
N 0.153056 -1.062107 -0.485466 -0.6249 -1.0167 -1.7095 -0.16
C -0.156769 0.107144 1.571718 -4.2811 0.2022 -5.2913 -0.80
C -0.529596 -1.121906 0.688109 -1.6180 -1.2124 1.7036 0.48
```
Forces are in eV/Å.

Summary:
* E_LUMO: -0.166 eV
* orbital gap: 8.29 eV
* net charge: 0
* ΔE to the lowest compared entry with this formula, charge and spin: 269.0 kJ/mol